1.
C4H7NO2 | ωB97M-V/def2-TZVPD

The value obtained for the LUMO energy is 0.029 hartree. Its spin multiplicity is 1. The HOMO energy comes out at -8.721 eV. As for the gap between HOMO and LUMO: 9.5199 eV. Its energy above the lowest of the compared OMol25 structures with the same formula, charge and spin is 80.3 kcal per mole.

XYZ file:
```
14
Properties=species:S:1:pos:R:3:mulliken_charge:R:1
O 0.51629 -1.17726 -0.88187 -0.36
O 1.59047 0.58647 1.16828 -0.53
N -1.55627 -0.91024 0.24791 -0.51
C 0.54208 0.90948 0.25465 -0.28
C -0.62099 -1.57883 -0.27135 0.10
C 0.73384 0.22812 -1.06545 -0.42
C -1.31958 0.45697 0.58255 -0.34
H -2.30650 0.98722 0.38117 0.31
H 1.73615 0.27954 -1.51092 0.27
H 0.63597 1.99347 0.20924 0.44
H 1.81902 -0.35592 1.21707 0.35
H 0.00687 0.68235 -1.74421 0.31
H -1.12856 0.56002 1.62935 0.26
H -0.64879 -2.66139 -0.21643 0.40
```

=====

2.
C4H7NO2 | ωB97M-V/def2-TZVPD

The value obtained for the LUMO energy is 0.029 hartree. The structure (SMILES) is C[C@H]1CNC(=O)O1. Its spin multiplicity is 1. The HOMO energy comes out at -10.103 eV. As for the gap between HOMO and LUMO: 10.8794 eV. Its energy above the lowest of the compared OMol25 structures with the same formula, charge and spin is 4.5 kcal per mole.

XYZ file:
```
14
Properties=species:S:1:pos:R:3:mulliken_charge:R:1
O 0.87593 -0.83592 -0.89799 -0.40
O 2.39033 -1.17478 0.76081 -0.56
N 1.22212 0.82038 0.53752 -0.21
C 1.59839 -0.46563 0.20223 0.46
C 0.07065 1.23246 -0.25024 -0.50
C -1.25063 -0.88256 0.19459 -1.26
C -0.37356 -0.13144 -0.79541 0.29
H -0.69480 1.71147 0.36676 0.30
H -0.80628 -0.82713 1.19690 0.29
H 1.32541 1.08487 1.50410 0.26
H -1.31240 -1.93927 -0.07903 0.36
H 0.36225 1.92349 -1.05094 0.25
H -0.81542 -0.08750 -1.79254 0.37
H -2.25285 -0.44829 0.23533 0.36
```

=====

3.
C4H7NO2 | ωB97M-V/def2-TZVPD

The value obtained for the LUMO energy is 0.031 hartree. The structure (SMILES) is CN(C=O)CC=O. Its spin multiplicity is 1. The HOMO energy comes out at -9.568 eV. As for the gap between HOMO and LUMO: 10.4159 eV. Its energy above the lowest of the compared OMol25 structures with the same formula, charge and spin is 40.5 kcal per mole.

XYZ file:
```
14
Properties=species:S:1:pos:R:3:mulliken_charge:R:1
O 0.23105 -0.96016 2.27384 -0.45
O 1.25087 -0.27534 -2.22254 -0.54
N 0.43020 0.34117 -0.19213 -0.03
C 0.07314 -1.63307 1.29902 0.07
C 1.03786 0.59055 -1.40574 0.16
C -0.45264 1.44129 0.35892 -1.04
C -0.26573 -0.92491 -0.04660 -0.65
H -0.02056 -1.63222 -0.85295 0.39
H -1.19175 1.57414 -0.44287 0.41
H -0.00819 -2.72973 1.24684 0.33
H 0.11850 2.36096 0.48643 0.33
H 1.07211 1.67456 -1.61148 0.33
H -1.36090 -0.84343 -0.12187 0.35
H -0.91395 1.01619 1.23114 0.34
```